Entry 1:
Computed, not measured: a structure of composition C41H90Cl10F3N7O15, with ωB97M-V/def2-TZVPD.

Structure (XYZ):
```
166
Properties=species:S:1:pos:R:3:forces:R:3:lowdin_charge:R:1
C 1.5410 5.2729 2.7248 -1.552 -1.119 -6.233 -0.578
O 0.7770 4.5134 3.6560 -1.986 8.322 0.374 -0.277
O 0.8804 5.3519 1.5431 0.653 1.614 2.057 -0.170
C 2.2278 6.5975 3.2463 -2.097 1.020 -1.190 -0.559
F 3.0009 7.1079 2.2768 0.585 -0.364 0.241 0.129
F 1.3753 7.6104 3.5340 0.017 -0.417 0.429 0.122
F 3.0097 6.4165 4.3529 -0.674 9.213 0.722 -0.210
C 0.1700 5.1581 4.7446 -1.246 -0.740 0.935 -0.241
C -0.8224 4.1735 5.3694 0.247 -0.238 0.997 -0.071
H -1.3481 4.6900 6.1758 -0.610 0.186 -0.442 0.079
H -1.4453 3.7260 4.5969 -0.325 0.352 0.345 0.064
H -0.3551 3.3562 5.9274 -0.140 0.017 -0.304 0.057
H -0.4757 6.0167 4.5453 0.604 0.313 -0.771 0.129
H 0.8973 5.4064 5.5239 0.284 0.288 -0.150 0.118
H 2.3801 4.5748 2.5609 -0.823 0.690 -1.151 0.044
C 1.8792 1.9404 0.4746 0.174 0.323 -0.304 -0.025
C 1.4721 0.7553 -0.3955 0.276 -0.381 -0.395 -0.492
C 2.0337 -0.5419 0.2675 -0.086 -0.472 -0.739 -0.097
C 1.3304 -1.8413 -0.1283 0.436 0.886 -0.556 -0.227
C -0.1571 -1.6794 -0.0800 -0.444 -0.037 0.196 -0.150
C -0.6683 -0.5146 -0.9575 2.132 -0.938 0.296 -0.467
N 0.0351 0.6971 -0.4740 -2.478 0.373 0.236 -0.188
O -0.5316 1.8189 -1.1460 0.566 -0.606 0.057 -0.268
C -2.1587 -0.4465 -0.7169 -0.695 0.861 0.629 -0.055
C -0.4391 -0.8479 -2.4624 -1.379 -0.581 -0.581 -0.060
C 2.0907 0.9200 -1.8068 0.928 -1.022 -0.823 -0.049
H 2.9710 2.0054 0.5415 0.188 -0.137 -0.034 0.072
H 1.4995 1.8403 1.4904 -0.259 -0.022 -0.001 0.064
H 1.5339 2.8738 0.0302 -0.305 -0.036 0.162 0.071
H 2.0763 -0.5077 1.3580 0.069 0.500 0.029 0.112
H 3.0242 -0.7248 -0.1624 0.548 0.533 0.594 0.081
H 1.6802 -2.6776 0.4805 -0.017 1.348 -0.717 0.039
H 1.6674 -2.0251 -1.1523 -0.284 -0.362 -0.187 0.089
H -0.4256 -1.4977 0.9657 -0.124 0.591 -0.182 0.102
H -0.6897 -2.6137 -0.2866 -0.045 -0.024 -0.498 0.112
H -2.3674 -0.0065 0.2604 0.309 0.608 -0.406 0.048
H -2.6700 -1.4043 -0.5824 0.394 -0.456 -0.667 0.069
H -2.6625 0.1415 -1.4846 -0.063 0.111 0.085 0.064
H -1.2834 -1.4790 -2.7698 -0.274 -0.145 0.103 0.043
H 0.3836 -1.4684 -2.8233 0.591 0.351 0.591 0.041
H -0.5525 0.0189 -3.1146 0.335 0.375 0.390 0.044
H 1.7410 1.7138 -2.4653 -0.413 0.334 0.660 0.068
H 1.9562 0.0054 -2.3946 -0.406 -0.187 0.113 0.023
H 3.1869 0.9676 -1.8203 0.195 0.436 0.571 0.048
C 0.5449 -3.3604 3.9044 0.068 -0.666 0.077 -0.098
C 0.7140 -3.3718 2.3658 -0.741 0.604 2.315 -0.261
C 0.9977 -4.7558 1.8394 0.118 0.186 -0.963 -0.196
C 1.3082 -4.6725 0.3366 -0.245 -1.161 0.585 -0.242
C 1.3376 -6.0389 -0.3729 0.564 0.850 -0.460 -0.239
C 0.8550 -5.9609 -1.8221 -0.223 -0.769 -0.351 -0.120
H -0.2224 -4.0815 4.1987 -0.151 -0.110 -0.097 0.054
H 0.2387 -2.4196 4.3620 0.165 0.240 -0.367 0.056
H 1.4469 -3.7078 4.4132 0.186 0.153 -0.024 0.062
H -0.2546 -3.0205 2.0028 0.247 -0.209 -0.294 0.092
H 1.4395 -2.6045 2.0918 0.018 -0.368 0.338 0.097
H 0.0929 -5.3538 1.9699 0.039 -0.209 0.173 0.115
H 1.8314 -5.2446 2.3485 -0.033 -0.021 0.240 0.115
H 0.5509 -4.0116 -0.0904 0.105 -0.555 -0.266 0.083
H 2.2655 -4.1621 0.2204 -0.174 -0.519 -0.050 0.089
H 2.3806 -6.3574 -0.4430 0.084 -0.188 0.248 0.096
H 0.8194 -6.8136 0.1938 -0.277 0.085 -0.011 0.097
H 1.5413 -5.4362 -2.4880 -0.435 -0.321 0.442 0.029
H 0.8027 -6.9847 -2.1996 -0.342 -0.085 -0.188 0.061
H -0.1158 -5.4783 -1.9408 -0.184 -0.109 0.189 0.074
C -4.1145 -5.4571 5.6021 -0.825 -0.197 0.139 -0.133
C -4.3483 -3.9831 5.7924 0.642 1.201 -0.169 -0.292
C -3.9300 -3.1273 4.5599 0.787 0.199 2.034 -0.199
C -4.0488 -1.6204 4.8569 -2.374 -0.270 -0.316 -0.238
C -4.1324 -0.7509 3.6437 1.741 0.172 -1.633 -0.256
C -2.9248 -0.9584 2.6966 0.255 0.868 -0.487 -0.111
H -4.4853 -5.9887 6.4809 0.225 -0.193 0.055 0.062
H -3.0494 -5.6475 5.4741 -0.070 -0.179 -0.136 0.071
H -4.6995 -5.8370 4.7623 0.279 -0.097 -0.211 0.069
H -5.3697 -3.6833 6.0368 -0.240 -0.478 -0.046 0.100
H -3.7704 -3.7004 6.6769 0.126 0.339 -0.050 0.103
H -4.5716 -3.4850 3.7547 0.299 0.451 -0.461 0.119
H -2.8608 -3.2775 4.3949 -0.097 -0.578 -0.615 0.099
H -5.0650 -1.4847 5.2460 0.093 -0.041 0.854 0.103
H -3.3512 -1.1434 5.5455 0.303 -0.761 0.189 0.119
H -5.0448 -0.8890 3.0612 -0.154 -0.102 0.178 0.088
H -4.0871 0.2944 3.9527 -0.236 0.062 -0.076 0.105
H -2.8483 -1.8766 2.1107 -0.429 -0.348 0.351 0.071
H -2.9014 -0.1775 1.9334 -0.326 0.054 0.243 0.018
H -1.9522 -0.8227 3.1782 -0.065 -0.135 0.417 0.075
Cl -4.3062 -3.1485 -2.8048 0.303 0.437 -0.177 0.560
C -3.6338 -2.3161 -4.2617 0.064 -1.780 -0.496 -0.656
C -4.7095 -2.2064 -5.3313 0.805 0.928 -0.041 -0.663
Cl -6.0040 -1.1219 -4.7805 -0.383 -0.047 -0.125 0.552
H -2.9206 -3.0434 -4.6553 0.107 -0.016 0.023 0.056
H -3.0129 -1.4572 -4.0195 -0.737 0.359 0.242 0.025
H -5.0899 -3.1635 -5.6819 -0.239 -0.045 0.580 0.071
H -4.2744 -1.7406 -6.2169 0.104 0.150 0.088 0.060
Cl 3.2859 4.6286 4.1763 4.709 -10.219 3.740 0.927
C 2.9102 2.8766 4.0903 -0.030 -0.151 -0.898 -0.483
C 1.4115 2.7331 4.2988 1.569 -2.903 1.986 -0.700
Cl 0.9877 1.0208 4.5457 -0.006 -1.602 0.255 0.521
H 3.5321 2.3884 4.8355 -0.237 -0.301 0.004 0.058
H 3.0800 2.4722 3.0921 0.640 0.013 -0.006 0.057
H 0.7872 3.1967 3.5372 0.263 -3.386 -0.137 0.016
H 1.1573 3.1921 5.2540 0.391 -0.423 -0.381 0.036
Cl 5.9799 -1.5526 1.7073 -0.839 -0.998 -0.091 0.561
C 6.7250 -0.0461 1.2234 0.181 0.839 0.564 -0.695
C 6.2344 0.4561 -0.1379 0.521 0.057 0.168 -0.615
Cl 7.1197 1.9712 -0.6107 -0.170 -0.562 0.195 0.528
H 7.7799 -0.2753 1.3625 0.156 0.499 -0.843 0.056
H 6.4737 0.6512 2.0223 -0.077 0.247 -0.276 0.067
H 5.1801 0.7276 -0.1352 0.005 -0.124 0.230 0.049
H 6.4131 -0.2852 -0.9147 0.068 0.062 0.002 0.057
Cl 2.4034 -0.6624 -5.1052 -0.280 -0.149 -0.337 0.650
C 1.6593 -1.7366 -6.3294 -0.281 0.305 -0.023 -0.607
C 0.2441 -2.1942 -5.9736 0.492 0.286 -0.269 -0.597
Cl -0.9208 -0.8347 -5.8711 0.141 0.040 -0.207 0.617
H 2.3302 -2.5779 -6.4965 -0.157 -0.170 0.357 0.071
H 1.6288 -1.1929 -7.2730 -0.027 0.206 0.123 0.066
H 0.1801 -2.7186 -5.0231 0.118 -0.114 -0.135 0.056
H -0.0922 -2.7767 -6.8302 -0.092 -0.338 0.286 0.068
Cl -7.1428 -2.1682 0.8400 -0.914 -0.995 0.384 0.539
C -6.7261 -1.2653 -0.6119 1.213 0.644 0.876 -0.663
C -5.7616 -0.1854 -0.1019 -0.906 0.482 -1.313 -0.651
Cl -6.6524 1.1092 0.7648 -0.140 -0.288 -0.191 0.566
H -7.5809 -0.7786 -1.0762 -0.141 -0.253 0.145 0.069
H -6.2151 -1.9374 -1.3055 -0.140 0.156 0.107 0.007
H -5.4238 0.2371 -1.0488 0.737 0.468 0.437 0.053
H -4.9890 -0.5077 0.5897 0.130 -0.233 -0.427 0.041
C -0.0564 2.3136 -5.1758 -0.721 0.434 -0.287 -0.003
N 0.3472 3.6601 -4.6921 0.910 1.047 0.150 -0.433
O -0.2330 4.2194 -3.7953 -0.313 -0.704 -0.457 0.104
O 1.3002 4.1613 -5.2948 -0.064 -0.337 0.038 0.007
H 0.0386 2.3632 -6.2589 0.148 -0.101 0.063 0.087
H -1.1081 2.2190 -4.9179 0.188 -0.420 0.316 0.068
H 0.5911 1.5378 -4.7759 -0.139 0.169 0.291 0.041
C 3.4018 5.7982 -0.3675 -0.155 1.442 0.604 0.015
N 2.8959 4.8207 -1.3182 -2.048 0.935 -0.724 -0.425
O 3.6872 4.0335 -1.7886 0.412 -0.881 -0.323 0.023
O 1.7077 4.9232 -1.6201 1.724 -0.595 0.147 0.090
H 2.6904 6.6203 -0.3639 -0.229 -0.311 0.340 0.097
H 4.3453 6.2354 -0.6920 0.231 -0.688 -0.089 0.094
H 3.4415 5.3578 0.6257 0.016 -0.070 -0.164 0.086
C -1.7697 2.5730 2.1383 1.471 0.449 0.142 0.039
N -3.0853 2.9880 1.5581 0.734 0.479 0.808 -0.403
O -4.0719 2.3006 1.7596 0.084 -0.387 -0.059 -0.021
O -3.0978 4.0653 1.0114 -0.261 -0.151 -0.095 0.079
H -1.3435 1.6535 1.7440 -0.481 -0.133 -0.508 0.078
H -1.7311 2.5174 3.2277 -1.099 -0.344 -0.114 0.065
H -1.0590 3.3719 1.9350 -0.076 0.108 -0.596 0.088
C 4.6374 1.8201 -3.9210 1.304 -0.345 -0.820 0.034
N 5.5264 2.0417 -5.1274 0.318 0.194 -0.977 -0.437
O 6.1950 3.0505 -5.1992 -0.165 0.275 0.585 0.052
O 5.5520 1.2002 -6.0168 -0.425 -0.255 0.550 0.017
H 5.2796 2.0875 -3.0849 -0.430 0.208 0.184 0.070
H 4.4806 0.7465 -3.9760 -0.563 0.184 0.303 0.040
H 3.7658 2.4598 -4.0365 -0.011 -0.124 0.221 0.098
C -3.9379 2.0920 -3.7837 0.072 0.092 -0.231 0.035
N -4.5179 2.5990 -2.5056 1.035 0.349 0.294 -0.438
O -5.7307 2.5585 -2.3844 -0.284 -0.129 -0.063 0.019
O -3.7339 3.0303 -1.6933 -0.501 -0.184 -0.278 0.107
H -3.4276 2.9130 -4.2860 -0.283 0.238 0.132 0.092
H -4.7756 1.7108 -4.3615 0.279 -0.173 -0.071 0.064
H -3.1406 1.3821 -3.5649 -0.278 -0.220 0.278 0.081
C 4.2086 -2.5998 -2.6757 0.623 0.726 -0.157 0.046
N 3.0400 -3.5051 -2.7165 1.037 -1.043 0.222 -0.393
O 2.3147 -3.5414 -3.6847 -0.228 0.446 -0.238 0.052
O 2.9902 -4.2957 -1.7942 0.641 0.839 -0.163 0.025
H 4.3012 -2.0208 -3.5910 -0.381 -0.018 0.065 0.058
H 5.1014 -3.2110 -2.5557 -0.220 -0.245 0.021 0.102
H 4.1450 -1.9604 -1.7963 -0.326 0.005 -0.045 0.089
```
Positions in Å, forces in eV/Å.

The calculation puts the HOMO-LUMO gap at 3.31 eV. The calculation puts the total energy at -218470.101 eV. The value obtained for the highest occupied orbital energy is -0.39 eV. Its charge is -2.

Entry 2:
Computed, not measured: a structure of composition C38H31Cl6MnN5O4STe, with ωB97M-V/def2-TZVPD.

Structure (XYZ):
```
87
Properties=species:S:1:pos:R:3:forces:R:3:lowdin_charge:R:1
Mn 0.1265 -0.0972 -0.4920 0.026 0.047 0.718 0.456
C -2.4861 2.4993 3.2151 -0.043 0.033 -0.026 -0.096
C -1.1651 3.2533 3.1236 0.051 -0.002 -0.046 -0.309
N -0.0147 2.3599 3.1443 -0.061 -0.045 -0.097 -0.047
C 0.2585 1.5776 2.0310 0.071 -0.118 0.358 -0.779
S -0.0070 2.2084 0.4646 -0.009 -0.115 -0.279 0.730
N 0.7575 0.3972 2.3726 0.032 0.176 -0.220 0.021
N 0.9256 -0.4344 1.3068 -0.276 0.320 0.013 -0.069
C 1.5670 -1.5368 1.4761 0.119 -0.415 -0.282 -0.330
C 2.3006 -1.9238 2.7165 -0.007 0.026 0.061 -0.029
C 1.5143 -2.4305 0.3131 0.000 -0.030 0.269 -0.256
C 2.2101 -3.6333 0.2368 -0.044 -0.062 -0.109 -0.020
C 2.1176 -4.3819 -0.9204 0.038 0.015 0.097 -0.076
C 1.3333 -3.9205 -1.9692 -0.058 0.025 -0.006 -0.059
C 0.6570 -2.7241 -1.8133 -0.044 -0.141 0.000 -0.076
N 0.7318 -2.0112 -0.6935 0.124 0.270 -0.055 0.053
H -3.3353 3.1773 3.0944 0.007 0.001 0.024 0.066
H -2.5884 1.9934 4.1793 0.014 -0.020 -0.009 0.067
H -2.5423 1.7471 2.4255 0.004 0.007 -0.001 0.045
H -1.0510 3.9672 3.9443 -0.034 -0.012 0.030 0.097
H -1.1255 3.8137 2.1915 0.034 0.018 0.012 0.061
H 0.0149 1.7605 3.9595 0.023 0.069 0.074 0.110
H 2.1159 -1.1851 3.4923 0.008 -0.008 -0.021 0.060
H 3.3744 -1.9682 2.5102 -0.009 -0.009 0.016 0.084
H 1.9857 -2.9085 3.0722 -0.024 -0.010 -0.007 0.074
H 2.8361 -3.9513 1.0585 0.010 0.014 0.001 0.104
H 2.6684 -5.3105 -1.0124 -0.007 -0.008 -0.004 0.095
H 1.2505 -4.4687 -2.8978 -0.004 -0.008 0.002 0.094
H 0.0278 -2.2977 -2.5854 0.051 0.036 -0.016 0.118
Cl -6.6326 0.1048 -1.4607 0.038 0.004 -0.010 0.586
C -4.9126 0.0188 -1.7189 -0.079 -0.013 0.077 -0.727
C -4.3977 -0.0193 -2.9950 0.057 -0.017 -0.088 -0.730
Cl -5.4545 0.0042 -4.3777 0.011 0.005 0.032 0.586
C -3.0049 -0.0798 -3.1785 -0.050 0.020 -0.033 -0.612
Cl -2.3177 -0.0938 -4.7773 -0.009 0.005 0.017 0.631
C -2.1202 -0.1159 -2.1037 0.146 0.013 0.168 -0.392
O -0.8313 -0.1386 -2.2219 -0.078 0.043 -0.431 -0.204
C -2.6591 -0.1495 -0.7638 -0.251 0.145 -0.008 -0.403
O -1.8241 -0.2605 0.2279 0.307 -0.302 -0.208 -0.322
C -4.0401 -0.0309 -0.6157 0.036 0.075 0.046 -0.609
Cl -4.6666 0.0774 1.0078 -0.036 0.096 -0.028 0.668
C -3.4457 -3.1281 0.7267 0.017 0.025 -0.129 -0.422
Te -1.8315 -2.4744 1.9618 -0.066 0.033 0.166 1.389
C -2.1606 -4.3830 2.9397 0.012 -0.034 0.015 -0.463
C -3.5466 -4.8303 2.5587 0.003 -0.003 0.011 -0.296
C -4.2187 -5.8381 3.2462 0.009 -0.003 0.020 -0.064
C -5.4981 -6.2250 2.8776 -0.015 -0.002 -0.013 -0.117
C -6.1218 -5.6010 1.8045 0.009 -0.007 0.017 -0.110
C -5.4590 -4.5998 1.1116 -0.020 0.007 -0.018 -0.042
C -4.1734 -4.2075 1.4772 0.017 0.007 -0.016 -0.275
H -3.0423 -3.5037 -0.2144 -0.006 -0.017 -0.015 0.070
H -4.0925 -2.2825 0.5039 0.053 -0.148 0.028 -0.005
H -2.0637 -4.2860 4.0213 -0.004 -0.003 0.011 0.038
H -1.4153 -5.1043 2.5984 -0.009 -0.025 -0.001 0.042
H -3.7307 -6.3169 4.0887 -0.001 -0.002 -0.001 0.103
H -6.0098 -7.0051 3.4290 -0.005 0.002 0.004 0.087
H -7.1259 -5.8868 1.5145 -0.001 -0.002 -0.002 0.090
H -5.9442 -4.1005 0.2807 0.002 0.004 -0.002 0.115
Cl 3.7259 5.7440 -0.4245 -0.005 0.038 -0.024 0.712
C 2.4675 5.5275 -1.6081 0.003 0.041 0.044 -0.578
C 1.8092 6.6608 -2.0554 -0.008 0.029 0.009 -0.138
C 0.7095 6.5398 -2.8869 0.010 -0.023 -0.013 -0.111
C 0.2705 5.2756 -3.2523 0.012 0.010 0.025 -0.119
C 0.9537 4.1519 -2.8261 0.034 -0.023 -0.053 -0.573
Cl 0.3787 2.5932 -3.2959 -0.004 -0.025 0.064 0.788
C 2.1020 4.2363 -2.0133 -0.049 -0.040 -0.022 -0.304
N 2.7584 3.1003 -1.5978 -0.186 -0.034 -0.056 0.081
C 4.1428 2.9228 -1.6322 0.030 -0.130 0.043 -0.228
C 4.9581 3.6529 -2.4926 0.052 -0.007 0.020 -0.064
C 6.3273 3.4382 -2.5135 0.024 -0.022 0.027 -0.115
C 6.8932 2.4758 -1.6893 0.003 0.038 -0.029 -0.118
C 6.0740 1.7342 -0.8468 -0.031 -0.020 0.034 -0.044
C 4.7031 1.9431 -0.7916 -0.069 0.047 -0.081 -0.147
C 3.8099 1.1189 0.0967 0.101 0.044 0.005 -0.052
C 3.1457 0.0028 -0.7368 -0.026 -0.030 -0.027 -0.626
O 3.7411 -1.0684 -0.8577 -0.063 0.087 0.015 0.025
O 2.0275 0.3333 -1.2693 0.042 0.050 -0.181 -0.143
H 2.1495 7.6284 -1.7111 -0.012 -0.005 -0.005 0.091
H 0.1841 7.4214 -3.2302 -0.003 -0.001 0.010 0.092
H -0.6022 5.1421 -3.8771 0.001 0.007 0.006 0.099
H 2.2118 2.2309 -1.5524 0.027 0.014 0.096 0.065
H 4.5094 4.3873 -3.1512 0.004 0.000 0.016 0.109
H 6.9481 4.0184 -3.1865 0.007 -0.005 0.006 0.089
H 7.9618 2.2981 -1.7046 -0.001 0.000 -0.007 0.084
H 6.4995 0.9689 -0.2067 0.005 0.012 -0.021 0.109
H 3.0264 1.7470 0.5272 0.003 -0.005 0.032 0.100
H 4.3959 0.6593 0.8932 0.019 -0.002 -0.039 0.114
```
Positions in Å, forces in eV/Å.

The calculation puts the HOMO-LUMO gap (alpha / beta) at 5.43 / 5.33 eV. The multiplicity is 2. The calculation puts the total energy at -180138.232 eV. The value obtained for the highest occupied orbital energy (alpha / beta) is -1.66 / -1.56 eV. Its charge is -2.